# 1
{"formula": "C4H7NO2", "method": "wB97M-V/def2-TZVPD", "spin_multiplicity": 1, "symbols": ["O", "O", "N", "C", "C", "C", "C", "H", "H", "H", "H", "H", "H", "H"], "xyz": [[0.6083, 2.2600, 0.7224], [1.4317, -2.0824, -0.6249], [0.7251, 0.5223, -0.6769], [0.5090, -1.7705, 0.0614], [0.0378, -0.3369, 0.2978], [-1.4964, -0.1941, 0.2683], [0.9964, 1.8141, -0.3338], [-0.2167, -2.3250, 0.7035], [-1.9783, -0.2097, -0.7214], [-1.7039, 0.8469, 0.5491], [1.0111, 0.0057, -1.4934], [0.3472, -0.0028, 1.2925], [1.5892, 2.2913, -1.1310], [-1.8604, -0.8189, 1.0863]], "lowdin_charge": [0.02, 0.09, 0.05, -0.22, -0.34, -0.05, -0.35, 0.13, 0.09, 0.08, 0.13, 0.15, 0.13, 0.08]}


# 2
{"formula": "C5H11N2O2", "method": "wB97M-V/def2-TZVPD", "spin_multiplicity": 1, "total_charge": 1, "symbols": ["O", "O", "N", "N", "C", "C", "C", "C", "C", "H", "H", "H", "H", "H", "H", "H", "H", "H", "H", "H"], "xyz": [[-0.3677, 1.7944, 0.9877], [2.1541, 1.9665, 1.7196], [1.8062, 1.0606, 0.8209], [1.8493, -1.3465, -0.3967], [-1.5086, -0.7277, 0.6478], [0.4874, 0.8604, 0.5083], [-0.9441, 0.0984, -1.5814], [-0.3429, -0.2674, -0.2498], [0.5995, -1.4827, -0.4468], [-0.3912, 0.7846, -2.2549], [2.2579, -0.4753, -0.0082], [0.0173, -2.2972, -0.8800], [-1.2966, -0.6739, -2.2771], [-1.0673, -1.0315, 1.6275], [-1.7387, 0.7134, -1.1703], [1.4614, 2.6612, 1.8412], [2.5691, -2.0846, -0.2283], [-2.0594, -1.4851, 0.0157], [-1.0752, 1.9552, 0.3662], [-2.4106, -0.0232, 0.9587]], "lowdin_charge": [0.07, 0.02, -0.03, 0.25, -0.04, -0.23, -0.02, -0.45, 0.02, 0.12, 0.10, 0.17, 0.11, 0.11, 0.09, 0.13, 0.19, 0.12, 0.11, 0.15]}


# 3
{"formula": "C42H59Br2N6SeSi3Y", "method": "wB97M-V/def2-TZVPD", "spin_multiplicity": 1, "symbols": ["Y", "Br", "Br", "Se", "Si", "Si", "Si", "N", "N", "N", "N", "N", "N", "C", "C", "C", "C", "C", "C", "C", "C", "C", "C", "C", "C", "C", "C", "C", "C", "C", "C", "C", "C", "C", "C", "C", "C", "C", "C", "C", "C", "C", "C", "C", "C", "C", "C", "C", "C", "C", "C", "C", "C", "C", "C", "H", "H", "H", "H", "H", "H", "H", "H", "H", "H", "H", "H", "H", "H", "H", "H", "H", "H", "H", "H", "H", "H", "H", "H", "H", "H", "H", "H", "H", "H", "H", "H", "H", "H", "H", "H", "H", "H", "H", "H", "H", "H", "H", "H", "H", "H", "H", "H", "H", "H", "H", "H", "H", "H", "H", "H", "H", "H", "H"], "xyz": [[0.2394, 1.4252, -0.7192], [6.5199, 4.4410, 0.6873], [5.7542, -1.9009, -3.8878], [-0.1753, -1.6408, -0.2810], [0.8659, 1.5641, 2.7645], [-2.8646, -0.7790, -4.6902], [-0.5210, 4.2734, -2.3694], [2.2005, 0.3974, -2.0008], [2.4645, 2.5682, -0.5203], [-0.0475, 2.1140, 1.4346], [-1.2128, -2.2830, 2.2935], [0.8345, -3.0100, 2.0458], [-0.5590, 3.4618, -0.8543], [-1.1580, 3.9439, 0.3149], [-2.4933, 0.1065, -6.2963], [-3.5335, -3.2403, 0.4318], [1.9842, -0.6432, -2.8061], [4.5460, 0.1273, -2.3198], [-2.1825, 4.4224, -3.2187], [2.4996, 3.6826, 0.2092], [-0.9232, -3.7595, 5.6853], [0.3879, -4.2221, 5.5342], [-1.8474, -0.0638, -3.3573], [-2.3068, 4.7892, 2.7425], [-1.4955, 3.6575, 2.7013], [2.5058, -6.5401, 1.8756], [0.4297, -3.3869, 3.3219], [-3.6256, -2.5442, 1.7886], [-1.9716, 5.0737, 0.3823], [-2.4774, -1.5827, 2.0755], [-3.8332, -2.3133, -0.7412], [4.8425, 2.5398, -0.5782], [4.3035, -0.9642, -3.1351], [-1.5758, -3.0982, 4.6594], [1.0876, -4.0412, 4.3534], [-2.4394, -2.5960, -4.8645], [-0.9041, 3.2191, 1.5184], [2.1019, -3.3637, 1.4114], [3.6847, 4.2867, 0.5943], [3.0075, -1.3600, -3.4037], [-0.1670, -2.3332, 1.4388], [-0.8745, -2.9251, 3.4755], [-1.1668, 0.4137, -2.4557], [1.6445, 2.9665, 3.7505], [0.2952, 5.9637, -2.2370], [1.4656, -5.8280, 1.0176], [-0.0170, 0.4658, 4.0142], [2.2902, 0.5166, 2.0821], [4.8654, 3.6890, 0.1936], [-2.5419, 5.4987, 1.5800], [1.9587, -4.5134, 0.4170], [3.4592, 0.7927, -1.7731], [-4.6765, -0.5801, -4.2733], [3.6085, 2.0089, -0.9219], [0.5825, 3.2375, -3.4970], [1.2796, -4.1845, -0.3710], [0.5558, -5.6486, 1.5993], [-0.2230, 6.6258, -1.5410], [2.0227, 3.7556, 3.0958], [-3.1084, -1.5007, -0.8210], [-1.0509, 0.7794, 4.1718], [-4.9161, 0.4781, -4.1491], [-2.7156, 1.1717, -6.2053], [-1.3937, -2.7158, -5.1569], [-1.4344, -3.9157, 6.6254], [2.8028, -3.6026, 2.2110], [2.1302, -7.4985, 2.2349], [-3.7969, -2.8625, -1.6833], [0.8691, -4.7264, 6.3612], [-2.1722, 5.6331, -0.5242], [3.4145, -6.7313, 1.3009], [-2.6745, -1.0002, 2.9772], [0.0926, 2.3192, -3.8295], [-2.5822, -3.1155, -3.9150], [-3.6701, -3.2875, 2.5898], [-5.3177, -0.9854, -5.0594], [-4.9182, -1.0871, -3.3373], [-3.0895, -0.2967, -7.1185], [0.3275, 6.4588, -3.2113], [-3.1691, 6.3814, 1.5925], [0.9445, -0.8974, -2.9829], [-2.7494, 5.1025, 3.6798], [-4.8316, -1.8796, -0.6449], [0.8196, 3.8289, -4.3859], [-4.2373, -4.0763, 0.4256], [5.7678, 2.0843, -0.8953], [2.7900, -2.1971, -4.0499], [1.5364, 4.0927, 0.4892], [-2.0748, 4.8361, -4.2250], [1.9752, -0.1454, 1.2655], [2.4878, 2.5781, 4.3296], [5.5593, 0.4455, -2.1302], [-2.8835, 5.0514, -2.6678], [-2.5366, -3.6759, 0.3093], [1.5421, 2.9789, -3.0356], [3.6779, 5.1880, 1.1890], [2.1073, -4.3840, 4.2545], [-2.6216, 3.4250, -3.3055], [-4.5554, -1.9705, 1.8416], [-2.5842, -2.7271, 4.7791], [2.9363, -4.6670, -0.0507], [-2.3186, -0.8862, 1.2543], [2.7854, -5.9546, 2.7517], [0.4934, 0.4958, 4.9812], [3.1224, 1.1310, 1.7305], [1.3260, 5.8567, -1.8858], [2.6763, -0.1267, 2.8794], [-3.0598, -3.0844, -5.6198], [2.4695, -2.4748, 0.8990], [1.1706, -6.4871, 0.1983], [0.9480, 3.4310, 4.4508], [-1.4383, 0.0086, -6.5608], [-1.3192, 3.0968, 3.6146], [-0.0262, -0.5749, 3.6867]], "lowdin_charge": [1.22, 0.79, 0.79, 0.75, 0.35, 0.38, 0.35, 0.04, 0.04, -0.21, -0.02, 0.00, -0.23, -0.32, -0.19, -0.26, -0.13, -0.05, -0.17, -0.10, -0.07, -0.08, -0.26, -0.12, -0.07, -0.10, -0.15, -0.18, -0.06, -0.14, -0.12, -0.05, -0.67, 0.00, 0.00, -0.19, -0.34, -0.15, -0.07, -0.07, -0.62, -0.17, -0.28, -0.16, -0.17, -0.25, -0.15, -0.17, -0.66, -0.12, -0.19, -0.19, -0.18, -0.21, -0.18, 0.07, 0.10, 0.02, 0.01, 0.03, 0.03, 0.03, 0.03, 0.02, 0.11, 0.12, 0.07, 0.06, 0.11, 0.08, 0.08, 0.12, 0.00, 0.01, 0.10, 0.03, 0.01, 0.03, 0.03, 0.09, 0.07, 0.09, 0.08, 0.04, 0.11, 0.10, 0.11, 0.11, 0.03, -0.03, 0.03, 0.10, 0.02, 0.09, 0.00, 0.11, 0.10, 0.02, 0.12, 0.12, 0.12, 0.09, 0.05, 0.04, 0.02, 0.02, 0.04, 0.03, 0.10, 0.11, 0.03, 0.03, 0.08, 0.00]}


# 4
{"formula": "C8H10BiO5", "method": "wB97M-V/def2-TZVPD", "spin_multiplicity": 1, "total_charge": 3, "symbols": ["Bi", "O", "O", "O", "O", "O", "C", "C", "C", "C", "C", "C", "C", "C", "H", "H", "H", "H", "H", "H", "H", "H", "H", "H"], "xyz": [[-0.1442, -0.3312, -0.2375], [-2.4970, -1.5905, 1.6061], [1.3777, -0.7827, 1.7254], [-0.6963, 2.6000, 1.1217], [2.4628, 0.9071, -1.7328], [0.9428, -3.3350, -0.8828], [-3.2562, 1.0660, -3.9315], [-2.9036, -0.2104, -4.3620], [0.5574, -2.2621, -0.6466], [1.5436, 0.4646, -1.1768], [1.6390, 0.5000, 2.5468], [2.5247, 0.0178, 3.6164], [-0.4978, 1.5585, 0.6429], [-1.6337, -1.1371, 0.9705], [2.0485, 1.2356, 1.8458], [-4.1561, 1.2189, -3.3446], [0.6228, 0.7818, 2.8738], [-3.5260, -1.0642, -4.1155], [2.6937, 0.8762, 4.2228], [2.0391, -0.7547, 4.2003], [-2.0989, -0.3456, -5.0771], [2.2195, -1.0065, 1.2235], [3.4675, -0.3439, 3.2172], [-2.7292, 1.9375, -4.3062]], "lowdin_charge": [1.42, 0.28, -0.23, 0.27, 0.27, 0.28, 0.25, 0.25, -0.16, -0.19, -0.21, -0.04, -0.18, -0.17, 0.12, 0.12, 0.12, 0.12, 0.10, 0.11, 0.12, 0.12, 0.11, 0.12]}


# 5
{"formula": "C14H41Hg2O14", "method": "wB97M-V/def2-TZVPD", "spin_multiplicity": 1, "total_charge": 1, "symbols": ["Hg", "Hg", "O", "O", "O", "O", "O", "O", "O", "O", "O", "O", "O", "O", "O", "O", "C", "C", "C", "C", "C", "C", "C", "C", "C", "C", "C", "C", "C", "C", "H", "H", "H", "H", "H", "H", "H", "H", "H", "H", "H", "H", "H", "H", "H", "H", "H", "H", "H", "H", "H", "H", "H", "H", "H", "H", "H", "H", "H", "H", "H", "H", "H", "H", "H", "H", "H", "H", "H", "H", "H"], "xyz": [[-1.3849, -4.6217, 0.3682], [-3.9176, -0.5301, 1.5567], [-2.3632, 1.5415, -4.9350], [3.1087, 2.9738, -5.3452], [1.6982, -3.4929, -4.2056], [-0.1281, 3.9105, 4.6726], [1.9247, -4.2042, 0.0411], [-0.9653, 5.1668, -0.2685], [-4.5964, -3.3758, -0.7179], [-2.8733, 0.9927, 4.2090], [-0.8246, -4.4532, 3.7811], [6.4970, -1.2532, -0.4883], [-2.5387, -3.1843, 3.6290], [-1.0766, 1.1429, 0.1807], [-0.6152, -0.9885, 0.0479], [-5.9020, -1.7238, -1.0354], [-1.7950, -3.8912, 4.3418], [1.0836, 0.6300, -0.6341], [2.9654, -4.3045, 1.0531], [-2.9163, 0.7388, 5.5622], [2.9175, 4.2504, -4.8063], [-6.4298, -3.7405, -2.1134], [-2.4130, 2.8039, -4.2815], [-1.9934, -4.0422, 5.8650], [1.0271, 3.4864, 3.9381], [6.5364, -0.5309, 0.6653], [1.5049, -2.2678, -4.8062], [-5.6210, -2.9198, -1.2142], [-0.2424, 0.2488, -0.0348], [0.4541, 5.5397, -0.3435], [1.1377, 1.1173, -1.6076], [3.1945, -3.2701, 1.3091], [1.6988, -2.3208, -5.8775], [6.5934, -0.6622, -1.2386], [0.4454, -2.0789, -4.6330], [0.1694, 4.2630, 5.5145], [-3.7941, 0.1551, 5.8392], [0.5265, 6.4443, -0.9472], [-2.1482, 1.6141, 4.1101], [2.1366, -1.5369, -4.3014], [2.4423, -4.1900, -0.7673], [0.7569, 3.3137, 2.8963], [5.6157, 0.0519, 0.6380], [2.0083, 4.3591, -4.2151], [2.3378, 2.6233, -5.7974], [1.1847, 4.7840, -0.6320], [-3.2784, 1.2543, -4.9732], [-2.5925, 1.6342, 6.0926], [-2.0095, 0.1633, 5.7483], [-2.6064, -4.9059, 6.1225], [-3.2686, 2.6840, -3.6169], [7.4140, 0.1067, 0.7730], [2.6403, -3.6645, -4.2731], [1.5180, 1.3136, 0.0953], [3.7642, 4.5484, -4.1878], [-2.6251, -3.2079, 6.1702], [-1.0343, -3.9988, 6.3811], [1.7097, 4.3299, 3.8348], [-5.7404, -4.1721, -2.8390], [-1.5233, 3.2328, -3.8205], [1.4737, 2.5393, 4.2408], [1.7600, -0.2112, -0.7858], [6.5789, -1.2570, 1.4771], [2.7308, -4.9257, 1.9175], [0.9359, 5.6157, 0.6313], [-2.7510, 3.5813, -4.9668], [-7.2529, -3.1706, -2.5444], [-6.8011, -4.5131, -1.4400], [3.8013, -4.7549, 0.5180], [-1.0304, 4.2962, 0.1308], [2.7607, 4.9131, -5.6574]], "lowdin_charge": [0.99, 1.14, -0.13, -0.12, -0.13, -0.12, -0.22, -0.12, -0.04, -0.18, 0.10, -0.12, -0.02, -0.01, -0.02, 0.08, -0.68, 0.01, -0.11, -0.17, -0.18, 0.04, -0.16, 0.03, -0.15, -0.21, -0.19, -0.76, -0.68, -0.14, 0.09, 0.08, 0.08, 0.08, 0.08, 0.07, 0.09, 0.08, 0.08, 0.08, 0.06, 0.06, 0.08, 0.06, 0.08, 0.06, 0.07, 0.09, 0.08, 0.09, 0.07, 0.08, 0.08, 0.08, 0.08, 0.08, 0.09, 0.08, 0.11, 0.08, 0.08, 0.08, 0.08, 0.08, 0.06, 0.07, 0.10, 0.11, 0.08, 0.05, 0.08]}


Let's list relative energy (zero: lowest compared OMol25 entry of this formula, charge and spin) in order: 127.1; 390.2; 0.0; 475.6; 1329.5 kJ/mol.
Let's list E_tot in order: -9845.962; -12428.196; -283567.607; -24491.730; -52173.964 eV.